1.
2 unconnected molecules or ions with the total composition C5H8N2OS, computed with ωB97M-V/def2-TZVPD.

Each line ends with the Mulliken charge.
Geometry (Å):
C: 2.84636 -0.37488 -0.79527  -0.46
C: 3.28756 0.33134 0.31274  -0.27
C: 1.29537 -1.06105 0.54063  0.14
C: -1.28318 1.37850 -0.92836  -0.85
C: -2.38715 -1.26304 1.20856  -0.36
N: 1.80635 -1.25806 -0.59043  -0.44
N: -1.06530 0.23200 -0.08820  -0.08
O: -2.16028 -0.18870 0.55672  -0.18
S: 2.17405 -0.04041 1.69955  -0.12
H: 3.33159 -0.39969 -1.74103  0.40
H: 4.16380 0.93056 0.46597  0.42
H: -0.70486 2.33151 -0.63700  0.22
H: -1.11451 0.88852 -1.87260  0.31
H: -2.36227 1.59165 -0.83840  0.35
H: 0.56263 -1.73517 0.99610  0.32
H: -3.49520 -1.28781 1.30856  0.26
H: -1.80362 -2.06473 1.27400  0.34

Results
- LUMO level (alpha / beta): 0.45 / 0.41 eV
- Gap between HOMO and LUMO (alpha / beta): 0.334 / 0.309 hartree



2.
A molecular structure, C36H43BF4N4O4S3Ti, computed with ωB97M-V/def2-TZVPD.

Each line ends with the Mulliken charge.
Geometry (Å):
Ti: 0.26703 -0.27085 0.22701  -0.51
C: -3.49286 4.40074 -2.79883  -0.98
S: -2.40095 3.02166 -3.19704  0.08
C: -1.62321 2.68155 -1.62391  0.01
S: -2.37514 3.11503 -0.15915  -0.49
N: -0.51337 2.02040 -1.79137  -1.77
N: 0.25256 1.70311 -0.68075  1.96
C: 1.26369 2.46344 -0.50031  -1.21
C: 2.17594 2.31829 0.63196  0.95
C: 3.25088 3.17171 0.76923  -0.82
C: 4.03367 3.06939 1.90924  -0.78
C: 3.69373 2.13203 2.86343  -0.97
C: 2.59788 1.31040 2.63648  -0.32
N: 1.84950 1.39827 1.54566  0.88
H: -4.03259 4.62701 -3.72133  0.34
H: -4.18266 4.12086 -2.00957  0.33
H: -2.90272 5.26104 -2.49279  0.29
H: 1.40196 3.29433 -1.18059  0.45
H: 3.46269 3.90100 -0.00301  0.55
H: 4.88808 3.71804 2.05134  0.42
H: 4.27374 2.01679 3.77003  0.51
H: 2.31473 0.56120 3.36603  0.15
N: -1.82161 -0.10095 -0.46701  -0.24
C: -2.54630 -1.36482 -0.22251  -0.54
C: -1.54048 -2.49169 -0.38094  0.62
O: -1.83492 -3.58861 -0.77105  -0.69
O: -0.31148 -2.08087 -0.09591  -0.38
H: -2.32467 0.73127 -0.14818  -0.07
H: -1.70175 0.01985 -1.46734  0.26
H: -3.37111 -1.52506 -0.90376  0.55
H: -2.92674 -1.38188 0.79763  0.24
C: -2.79220 1.30206 3.04433  -1.58
C: -1.51697 1.89305 3.66674  0.40
C: -0.90431 3.00100 2.80872  -1.31
C: -0.51593 0.80458 4.04218  0.39
C: -0.01682 0.90290 5.33920  -0.85
C: 0.77667 -0.07770 5.90224  -1.52
C: 0.94726 -1.25446 5.20150  -0.99
C: 0.47815 -1.41781 3.90177  0.09
C: 0.54524 -2.84381 3.35346  0.13
C: 1.62295 -3.08750 2.28836  -1.10
C: -0.84001 -3.29156 2.86926  -1.38
C: -0.11061 -0.30404 3.26096  0.79
O: -0.25854 -0.34680 1.86769  2.45
H: -3.42834 2.09534 2.65421  0.41
H: -3.35591 0.73719 3.79233  0.34
H: -2.55018 0.62785 2.22786  0.06
H: -1.80930 2.35334 4.61064  0.81
H: -0.62720 2.62097 1.84277  -0.25
H: -0.01368 3.41330 3.29720  0.25
H: -1.62412 3.80406 2.65631  0.56
H: -0.27949 1.78136 5.92032  0.46
H: 1.18353 0.04106 6.90052  0.39
H: 1.44717 -2.09397 5.67450  0.46
H: 0.80366 -3.46322 4.21116  0.89
H: 1.32503 -2.67775 1.33593  -0.17
H: 1.76809 -4.16247 2.15237  0.58
H: 2.57691 -2.64870 2.58256  0.26
H: -1.19328 -2.63808 2.07878  -0.09
H: -1.56579 -3.26429 3.68596  0.42
H: -0.79835 -4.30849 2.47215  0.41
F: 4.21669 -0.02595 -0.31731  -0.26
B: 3.70275 -1.05753 0.44302  0.00
F: 2.09392 -0.85598 0.28276  0.02
F: 3.90707 -2.32289 -0.03857  -0.23
F: 3.93884 -0.94195 1.79470  -0.32
O: 0.73285 -0.55224 -1.92769  -0.31
S: 0.34948 -1.85490 -2.64789  0.65
C: 1.61342 -3.11900 -2.22906  -0.45
C: 2.95436 -3.02803 -2.90895  0.22
C: 3.44024 -4.12124 -3.61876  -0.21
C: 4.68363 -4.06831 -4.23885  -0.73
C: 5.45888 -2.92208 -4.14250  -0.55
C: 4.97391 -1.82082 -3.44538  -1.69
C: 3.72580 -1.86917 -2.84479  0.55
C: 0.75995 -1.66326 -4.43937  -1.10
C: 0.81270 -0.25263 -4.95633  0.28
C: -0.33399 0.36852 -5.44137  -0.31
C: -0.26531 1.63897 -5.99393  -0.64
C: 0.94439 2.31629 -6.03711  -0.38
C: 2.08936 1.71074 -5.53750  -0.89
C: 2.02493 0.42938 -5.00824  0.00
H: 1.10948 -4.06201 -2.45783  0.67
H: 1.70601 -3.03400 -1.14932  -0.52
H: 2.84606 -5.02915 -3.67858  0.40
H: 5.04431 -4.92437 -4.79837  0.39
H: 6.43688 -2.88597 -4.60884  0.38
H: 5.57237 -0.91949 -3.36000  0.49
H: 3.34521 -1.00060 -2.32468  1.18
H: -0.04256 -2.22144 -4.92321  0.64
H: 1.70744 -2.16346 -4.60845  0.56
H: -1.28532 -0.15744 -5.41028  0.37
H: -1.15947 2.10104 -6.39057  0.46
H: 0.99226 3.31351 -6.45977  0.40
H: 3.04154 2.22756 -5.57855  0.42
H: 2.92594 -0.05108 -4.64731  0.35

Results
- LUMO level: -1.05 eV
- Gap between HOMO and LUMO: 0.243 hartree



3.
2 unconnected molecules or ions with the total composition C5H14, computed with ωB97M-V/def2-TZVPD.

Each line ends with the Mulliken charge.
Geometry (Å):
C: 1.99417 -0.94283 1.95704  -0.87
C: 1.70903 0.50898 1.51869  -0.63
H: 2.61918 -1.42092 1.20099  0.29
H: 2.48104 -0.88343 2.93903  0.32
H: 1.09510 -1.52326 2.17649  0.29
H: 0.70567 0.75748 1.91556  0.26
H: 1.61356 0.54710 0.44760  0.10
H: 2.37703 1.28141 1.87378  0.41
C: -0.91135 -0.06730 -1.53700  -0.03
C: -2.30106 -0.57035 -1.55416  -1.08
C: -0.62913 1.11470 -0.59122  -0.78
H: -0.18110 -0.89444 -1.43903  0.38
H: -0.56672 0.38647 -2.52104  0.31
H: -2.95429 0.24652 -1.85557  0.37
H: -2.64365 -0.77671 -0.52696  0.34
H: -1.49612 1.74718 -0.45935  0.41
H: -0.44625 0.46083 0.32231  0.10
H: -2.39039 -1.42813 -2.20826  0.36
H: 0.22276 1.71851 -0.84549  0.43

Results
- Charge: +1
- Multiplicity: 2
- LUMO level (alpha / beta): -3.09 / -10.44 eV
- Gap between HOMO and LUMO (alpha / beta): 0.458 / 0.177 hartree



4.
2 unconnected molecules or ions with the total composition C4H10N2O, computed with ωB97M-V/def2-TZVPD.

Each line ends with the Mulliken charge.
Geometry (Å):
H: -1.77772 2.04894 0.92091  0.26
N: -2.22913 1.50320 0.18673  -0.66
C: -1.45255 0.86539 -0.56696  0.01
C: 0.09193 0.85142 -0.58114  0.73
C: 0.76043 1.73780 0.43646  -1.40
O: 0.67636 0.35350 -1.52290  -0.60
H: -1.89390 0.29231 -1.38020  0.41
H: 0.42618 1.48222 1.44107  0.37
H: 1.83951 1.62403 0.36820  0.34
H: 0.50183 2.77851 0.24138  0.42
C: 0.28678 -1.83577 0.60280  -0.49
N: 0.90186 -2.30995 -0.60741  -0.61
H: 1.06138 -1.47946 1.28227  0.25
H: -0.26038 -2.64909 1.07866  0.37
H: -0.45582 -0.97401 0.44043  0.06
H: 1.30742 -1.53729 -1.13027  0.30
H: 0.21579 -2.75175 -1.21005  0.23

Results
- LUMO level: -0.07 eV
- Gap between HOMO and LUMO: 0.333 hartree



5.
A single C5H7NS2 molecule, computed with ωB97M-V/def2-TZVPD.

Each line ends with the Mulliken charge.
Geometry (Å):
S: -2.27339 -1.36684 -0.35580  -0.30
C: -0.83651 -1.61987 0.19354  -0.14
C: 0.05151 -0.55559 0.84346  0.39
N: -0.59545 0.73620 1.05929  -0.62
C: -0.52697 1.07234 -0.42616  -0.53
C: 1.07316 0.90707 -0.62016  0.02
C: 1.24879 -0.30884 0.00390  -0.48
S: 2.27804 -1.55338 -0.11494  -0.28
H: -0.22425 -2.44141 -0.29217  0.24
H: 0.54913 -1.12543 1.73436  0.32
H: -1.66100 0.46177 1.15626  0.32
H: -1.16532 0.59678 -1.12135  0.17
H: -0.74063 2.21837 -0.74442  0.29
H: 1.35058 1.54351 0.35295  0.25
H: 1.47232 1.43533 -1.66877  0.34

Results
- LUMO level: -0.81 eV
- Gap between HOMO and LUMO: 0.291 hartree



6.
A molecular structure, C48H52N4NiO2S2, computed with ωB97M-V/def2-TZVPD.

Each line ends with the Mulliken charge.
Geometry (Å):
Ni: -0.40678 -0.17781 0.33312  1.42
C: 0.07376 4.37364 1.05320  -1.15
C: 0.74398 4.15371 2.41507  0.36
C: 2.25421 3.93676 2.22830  -1.56
C: 0.07038 3.06058 3.23927  1.01
C: -0.44921 3.42001 4.48532  -1.32
C: -1.10736 2.50881 5.29624  -1.29
C: -1.25283 1.19857 4.86300  -0.56
C: -0.73607 0.79199 3.63621  0.65
C: -0.85790 -0.65945 3.21769  3.46
C: 0.28082 -1.47840 3.83036  -1.47
C: -2.24345 -1.23738 3.52595  -1.52
C: -0.06245 1.72063 2.80444  -1.76
N: 0.37848 1.30375 1.53436  1.48
C: 1.61388 0.72427 1.39361  -1.30
C: 2.27622 0.82343 -0.13588  0.57
C: 3.65542 1.20976 -0.10568  0.02
C: 4.18566 2.08501 -0.99274  -1.13
C: 3.35328 2.59112 -2.03971  -0.98
C: 2.06073 2.20698 -2.17751  -0.76
C: 1.43942 1.31342 -1.22641  -0.31
N: 0.20439 0.87464 -1.34417  2.10
C: -0.40540 0.97431 -2.63470  -1.82
C: -1.17544 2.09451 -2.98171  0.95
C: -1.69683 2.19318 -4.26970  -0.24
C: -1.48487 1.19811 -5.20319  -1.31
C: -0.75404 0.07328 -4.84607  -0.23
C: -0.20431 -0.06802 -3.57542  0.08
C: 0.59365 -1.32835 -3.24843  2.55
C: 0.04453 -2.55978 -3.97713  -2.21
C: 2.08458 -1.18137 -3.58772  -1.57
C: -1.43847 3.21768 -2.00034  2.81
C: -0.65803 4.48583 -2.34936  -1.82
C: -2.93259 3.52661 -1.92671  -1.81
H: 0.58007 5.17739 0.50261  0.69
H: -0.98283 4.65245 1.17080  0.35
H: 0.13205 3.45640 0.46230  -0.26
H: 0.61806 5.07205 2.99114  0.80
H: 2.45241 3.28272 1.37674  0.25
H: 2.70668 3.49076 3.11898  0.36
H: 2.75441 4.89357 2.03426  0.46
H: -0.33476 4.44716 4.82027  0.38
H: -1.50924 2.81698 6.25703  0.36
H: -1.77370 0.47709 5.49263  0.35
H: -0.73742 -0.70851 2.13806  -1.93
H: 0.10535 -1.61099 4.90506  0.46
H: 1.23858 -0.97079 3.69875  0.33
H: 0.38208 -2.45454 3.35077  0.17
H: -2.29917 -1.61729 4.55187  0.55
H: -2.47600 -2.06162 2.85334  -0.10
H: -3.01994 -0.47642 3.39810  0.33
H: 2.35583 0.84744 2.18382  0.82
H: 4.26864 0.77293 0.67857  0.39
H: 5.22376 2.38950 -0.92173  0.39
H: 3.77524 3.28243 -2.76187  0.37
H: 1.47463 2.54919 -3.02196  0.66
H: -2.28375 3.06677 -4.54289  0.31
H: -1.89349 1.28967 -6.20339  0.37
H: -0.60640 -0.71491 -5.57650  0.28
H: 0.51358 -1.50688 -2.18114  -1.25
H: 0.30781 -2.54303 -5.04088  0.52
H: -1.04024 -2.63554 -3.88029  0.45
H: 0.46944 -3.46508 -3.53774  0.45
H: 2.21230 -1.12434 -4.67564  0.39
H: 2.64040 -2.04912 -3.21626  0.35
H: 2.52805 -0.28972 -3.15143  0.30
H: -1.10648 2.87543 -1.02076  -1.83
H: -0.85882 4.79201 -3.38220  0.37
H: 0.41855 4.32926 -2.24076  0.39
H: -0.94543 5.30788 -1.68416  0.45
H: -3.29181 3.98016 -2.85844  0.42
H: -3.13727 4.22728 -1.11148  0.38
H: -3.50983 2.61582 -1.75100  0.33
C: -4.22316 -6.83520 3.70223  -1.48
C: -3.49731 -5.96159 2.70703  1.17
C: -3.97546 -5.79620 1.41103  -0.84
C: -3.29966 -5.00188 0.49106  -0.39
C: -2.13859 -4.34129 0.87356  -0.67
C: -1.63576 -4.51978 2.15764  -0.20
C: -2.31360 -5.31639 3.06366  -0.77
S: -1.17183 -3.38587 -0.28288  1.50
O: 0.18117 -3.45820 0.18709  -0.79
O: -1.49044 -3.95024 -1.57333  -0.69
N: -1.63669 -1.84720 -0.15203  0.39
C: -2.96991 -1.48623 -0.42143  -0.54
C: -3.93221 -2.21174 -1.11019  -0.75
C: -5.28254 -1.79819 -1.15868  -0.97
C: -5.70712 -0.65459 -0.55170  -1.03
C: -4.74752 0.17330 0.07649  1.68
C: -5.07837 1.40390 0.69076  -1.16
C: -4.10245 2.17739 1.24275  -1.01
C: -2.76699 1.74407 1.16342  0.08
N: -2.42571 0.60223 0.62574  1.38
C: -3.38817 -0.21312 0.10271  -1.00
H: -5.04390 -7.37504 3.22679  0.34
H: -4.63972 -6.23708 4.51801  0.30
H: -3.54445 -7.56763 4.14665  0.35
H: -4.88560 -6.30386 1.10815  0.28
H: -3.65982 -4.92375 -0.52527  0.43
H: -0.69804 -4.04614 2.42493  0.43
H: -1.91370 -5.44524 4.06572  0.39
H: -3.62209 -3.10234 -1.63642  1.08
H: -5.99972 -2.41834 -1.68796  0.39
H: -6.74961 -0.35516 -0.56411  0.41
H: -6.11571 1.72274 0.69677  0.39
H: -4.32806 3.12793 1.71006  0.53
H: -1.95981 2.34878 1.56902  -0.33
S: 2.85940 -1.71334 0.99767  -0.32
C: 1.76816 -0.49818 0.52023  0.21

Results
- Charge: -1
- Multiplicity: 4
- LUMO level (alpha / beta): 2.38 / 1.89 eV
- Gap between HOMO and LUMO (alpha / beta): 0.233 / 0.223 hartree



What electronic energy values result from the calculations? In sequence: -21171.4238, -119357.3389, -5400.7698, -9336.6109, -28454.9295, -123390.6048 eV.
What energy relative to the best compared isomer or geometry (same formula, charge and spin) values result from the calculations? In sequence: 165.9, 21.9, 7.7, 54.8, 90.8, 0.0 kcal/mol.
What maximum force values result from the calculations? In sequence: 4.77, 2.32, 1.64, 1.52, 6.35, 1.03 eV/Å.